No. 1
{"formula": "C33H33CrF3N3O7P2STe2", "method": "wB97M-V/def2-TZVPD", "homo_lumo_gap_ev": [3.522, 3.498], "lumo_ev": [-2.1327, -1.9641], "total_energy_ha": -4929.43914, "largest_force_ev_per_a": 1.8, "spin_multiplicity": 2, "total_charge": 0, "relative_energy_kj_mol": 0.0, "species": ["Cr", "O", "P", "O", "O", "O", "P", "O", "O", "O", "H", "H", "C", "C", "C", "C", "C", "C", "Te", "C", "C", "C", "H", "H", "H", "H", "H", "H", "H", "H", "H", "H", "H", "F", "C", "F", "F", "C", "C", "C", "N", "C", "C", "H", "H", "H", "H", "N", "C", "S", "C", "C", "C", "N", "C", "C", "H", "H", "H", "H", "H", "H", "Te", "C", "C", "C", "C", "C", "C", "C", "C", "C", "C", "C", "C", "H", "H", "H", "H", "H", "H", "H", "H", "H", "H"], "coordinates": [[1.21296, -0.36682, 1.66819], [0.06153, -3.71718, -0.10285], [0.19124, -2.65546, 1.07688], [-0.58135, -3.04471, 2.27229], [-0.07381, -1.25022, 0.47511], [1.79402, -2.51932, 1.35922], [2.46919, -2.33246, 3.04670], [3.92948, -2.96237, 2.73517], [0.07119, -0.48678, 3.71813], [2.70445, -0.79186, 2.87522], [-0.39877, -4.49670, 0.22285], [4.48906, -2.35802, 2.22907], [5.01824, -1.93809, -6.99535], [3.88677, -1.76568, -6.02193], [2.97222, -0.73118, -6.15616], [1.92880, -0.54832, -5.25587], [0.97703, 0.59506, -5.48163], [1.78296, -1.44598, -4.18198], [0.26255, -1.18447, -2.75255], [2.69507, -2.51244, -4.03991], [2.60638, -3.51673, -2.91924], [3.72809, -2.64568, -4.95807], [4.98752, -1.17749, -7.77407], [4.97607, -2.91657, -7.47619], [5.98277, -1.86513, -6.49034], [3.07495, -0.03822, -6.98392], [1.35236, 1.25998, -6.25874], [0.82450, 1.16640, -4.56667], [-0.00495, 0.23193, -5.79021], [1.57505, -3.79393, -2.70778], [3.01662, -3.12111, -1.98591], [3.17398, -4.41300, -3.16743], [4.42558, -3.46856, -4.84290], [5.92708, 0.22387, -3.39079], [5.73567, 1.15511, -2.45188], [6.89365, 1.30383, -1.78514], [5.49533, 2.32019, -3.07791], [4.61195, 0.80317, -1.51339], [3.86241, -0.34086, -1.68352], [2.84593, -0.60019, -0.77393], [2.53985, 0.22862, 0.22402], [3.28226, 1.33282, 0.38391], [4.32639, 1.65733, -0.45487], [4.04817, -1.03117, -2.49462], [2.25615, -1.50613, -0.84180], [3.01842, 1.96610, 1.22066], [4.90133, 2.55763, -0.29039], [-2.32150, 4.91613, 4.70243], [-1.84756, 3.77361, 5.22356], [-2.06839, 3.35567, 6.79419], [-1.06182, 2.92702, 4.26920], [-0.86515, 1.58980, 4.56004], [-0.15651, 0.83381, 3.64458], [0.36663, 1.31802, 2.51784], [0.19067, 2.61570, 2.25167], [-0.51903, 3.44856, 3.09170], [-2.92196, 5.47001, 5.29184], [-2.43593, 5.01432, 3.70658], [-1.28002, 1.15816, 5.46060], [-0.37347, -0.95374, 4.43663], [0.62322, 2.97526, 1.32731], [-0.60793, 4.49354, 2.83194], [-2.88256, -0.09706, 1.81947], [-4.48660, -1.06650, 0.85289], [-4.93532, -2.29441, 1.32740], [-5.98582, -2.94300, 0.69141], [-6.59114, -2.36698, -0.41553], [-6.13968, -1.14506, -0.89501], [-5.08426, -0.49868, -0.26762], [-4.05744, 1.38122, 2.78895], [-4.28663, 2.60873, 2.16874], [-5.01842, 3.59854, 2.81228], [-5.51033, 3.37927, 4.09203], [-5.27697, 2.16490, 4.72088], [-4.55859, 1.16971, 4.07024], [-4.46040, -2.74447, 2.18953], [-6.33076, -3.89899, 1.06371], [-7.41073, -2.87255, -0.90935], [-6.60257, -0.69835, -1.76564], [-4.72205, 0.44599, -0.65291], [-3.90473, 2.78256, 1.17006], [-5.21231, 4.53880, 2.30891], [-6.07657, 4.15091, 4.59825], [-5.65490, 1.99031, 5.71970], [-4.38880, 0.22000, 4.56203]], "forces_ev_per_angstrom": [[1.3, -0.1, -1.2], [0.3, 0.5, 0.3], [-0.4, -1.4, -0.3], [0.2, 0.1, -0.1], [0.8, 0.9, 1.4], [-0.3, 0.5, 0.5], [0.5, -1.2, -0.2], [-0.3, 0.2, 0.2], [0.1, 0.1, -0.1], [-1.2, 0.7, -0.5], [-0.1, -0.2, 0.0], [0.1, 0.0, -0.1], [0.0, 0.0, 0.0], [0.0, 0.0, 0.0], [0.1, -0.1, 0.0], [0.0, -0.1, 0.1], [0.0, 0.0, 0.0], [0.1, 0.0, 0.0], [-0.3, 0.3, 0.1], [-0.1, 0.1, -0.2], [0.0, 0.0, -0.1], [0.0, 0.0, -0.1], [0.0, 0.0, 0.0], [0.0, 0.0, 0.0], [0.0, 0.0, 0.0], [0.0, 0.0, 0.0], [0.0, 0.0, -0.1], [0.0, 0.0, 0.0], [0.0, 0.0, 0.1], [0.0, 0.0, 0.0], [0.0, 0.0, 0.0], [0.1, 0.0, 0.0], [0.1, 0.0, 0.0], [0.0, 0.0, 0.1], [0.0, -0.1, -0.2], [0.1, 0.0, 0.1], [0.0, 0.0, 0.0], [-0.1, -0.5, -0.4], [0.5, 0.3, -0.1], [-0.7, -0.7, -0.3], [-0.4, -0.3, 0.8], [0.3, 0.6, -0.2], [-0.4, 0.3, 0.6], [0.0, 0.0, 0.0], [0.2, 0.1, 0.0], [0.1, 0.1, 0.0], [0.0, 0.0, 0.0], [-0.1, 0.0, -0.1], [-0.1, 0.0, 0.1], [0.1, 0.0, -0.1], [0.0, -0.1, 0.0], [0.0, -0.1, -0.1], [-0.2, 0.0, 0.1], [0.1, -0.1, 0.1], [0.0, 0.2, -0.1], [0.2, -0.1, -0.2], [0.0, 0.0, 0.0], [0.0, 0.0, 0.0], [0.0, 0.0, 0.0], [-0.1, -0.1, -0.2], [0.0, 0.0, 0.0], [0.0, 0.0, 0.0], [-0.2, 0.1, 0.0], [0.0, -0.1, 0.0], [0.0, 0.0, 0.0], [0.0, 0.0, 0.0], [0.0, 0.0, 0.0], [0.0, 0.0, 0.0], [0.0, 0.1, 0.0], [0.0, 0.1, 0.0], [0.0, 0.0, 0.0], [0.0, 0.0, 0.0], [0.0, 0.0, 0.0], [0.0, 0.0, 0.0], [0.0, 0.0, 0.0], [0.0, 0.0, 0.0], [0.0, 0.0, 0.0], [0.0, 0.0, 0.0], [0.0, 0.0, 0.0], [0.0, 0.0, 0.0], [0.0, 0.0, 0.0], [0.0, 0.0, 0.0], [0.0, 0.0, 0.0], [0.0, 0.0, 0.0], [0.0, 0.0, 0.0]]}

***

No. 2
{"formula": "C32H88N8O8", "method": "wB97M-V/def2-TZVPD", "smiles": "COC[C@H](C)N.COC[C@H](C)N.COC[C@H](C)N.COC[C@H](C)N.COC[C@H](C)N.COC[C@H](C)N.COC[C@H](C)N.COC[C@H](C)N", "homo_lumo_gap_ev": 8.854, "lumo_ev": 0.4473, "total_energy_ha": -2311.74018, "largest_force_ev_per_a": 2.8, "total_charge": 0, "relative_energy_kj_mol": 300.3, "species": ["C", "O", "C", "C", "C", "N", "H", "H", "H", "H", "H", "H", "H", "H", "H", "H", "H", "C", "O", "C", "C", "C", "N", "H", "H", "H", "H", "H", "H", "H", "H", "H", "H", "H", "C", "O", "C", "C", "C", "N", "H", "H", "H", "H", "H", "H", "H", "H", "H", "H", "H", "C", "O", "C", "C", "C", "N", "H", "H", "H", "H", "H", "H", "H", "H", "H", "H", "H", "C", "O", "C", "C", "C", "N", "H", "H", "H", "H", "H", "H", "H", "H", "H", "H", "H", "C", "O", "C", "C", "C", "N", "H", "H", "H", "H", "H", "H", "H", "H", "H", "H", "H", "C", "O", "C", "C", "C", "N", "H", "H", "H", "H", "H", "H", "H", "H", "H", "H", "H", "C", "O", "C", "C", "C", "N", "H", "H", "H", "H", "H", "H", "H", "H", "H", "H", "H"], "coordinates": [[5.08329, 2.40806, 4.23754], [5.05542, 2.87230, 2.86886], [3.77384, 2.97115, 2.31737], [3.88592, 3.64043, 0.94286], [4.23489, 5.12497, 1.01780], [2.67982, 3.45173, 0.20183], [4.15863, 2.64350, 4.76447], [5.91827, 2.93696, 4.69708], [5.31429, 1.34294, 4.25329], [3.27099, 2.00556, 2.26388], [3.16076, 3.63634, 2.92543], [4.63769, 3.20510, 0.28452], [4.99191, 5.27054, 1.78839], [3.41172, 5.75430, 1.35609], [4.69623, 5.44036, 0.08196], [2.32456, 2.50733, 0.24658], [2.90463, 3.59931, -0.77171], [2.81422, -2.27405, -1.78190], [2.91640, -1.67970, -0.49837], [3.23944, -2.56787, 0.54362], [3.36960, -1.76574, 1.85440], [4.45068, -0.73617, 1.84170], [3.81091, -2.70769, 2.90662], [1.91749, -2.89330, -1.80446], [3.58176, -2.98401, -2.09000], [2.78878, -1.51902, -2.56764], [2.36764, -3.19027, 0.74531], [4.07094, -3.23833, 0.32640], [2.42871, -1.30198, 2.15065], [4.64558, -0.24110, 2.79302], [4.23826, 0.06497, 1.13378], [5.42216, -1.10429, 1.51184], [3.05250, -3.33947, 3.12057], [3.98376, -2.10893, 3.70143], [-1.18090, -6.20332, -7.00748], [-1.69390, -4.97687, -6.45673], [-0.64212, -4.15324, -5.84920], [-1.31597, -2.98671, -5.01784], [-0.31508, -2.13751, -4.22331], [-2.18927, -3.49399, -4.02649], [-0.53540, -6.03100, -7.86871], [-1.99426, -6.84451, -7.34726], [-0.63570, -6.68211, -6.19407], [0.05211, -4.70089, -5.21183], [-0.04903, -3.86651, -6.71760], [-1.88423, -2.33728, -5.68373], [0.48047, -1.73907, -4.85295], [0.15444, -2.74843, -3.45231], [-0.80954, -1.36824, -3.63015], [-1.70498, -4.29284, -3.64255], [-2.91145, -3.85282, -4.63460], [-4.08680, -1.28393, -2.15713], [-4.86513, -0.11555, -2.47889], [-5.06790, 0.07481, -3.89296], [-3.79410, 0.22017, -4.82769], [-2.86736, 1.36020, -4.40798], [-4.14979, 0.35776, -6.28011], [-4.50987, -2.17794, -2.61526], [-4.05744, -1.37550, -1.07138], [-3.03017, -1.16302, -2.39586], [-5.63001, -0.76808, -4.29504], [-5.69241, 0.96461, -3.97272], [-3.24086, -0.71699, -4.76634], [-1.92145, 1.33042, -4.94877], [-2.68801, 1.22193, -3.34177], [-3.25937, 2.36881, -4.53903], [-5.07279, 0.76781, -6.27837], [-4.33259, -0.57441, -6.62325], [-0.74382, 4.36188, 5.02517], [0.00678, 3.63769, 5.97555], [-0.44610, 2.26425, 6.19387], [0.65778, 1.40192, 6.87536], [1.85845, 1.20900, 6.00763], [0.20030, 0.05325, 7.17933], [-0.55539, 4.06507, 3.99343], [-0.61096, 5.44292, 5.06794], [-1.82018, 4.35260, 5.19686], [-1.40791, 2.23835, 6.70606], [-0.49950, 1.72940, 5.24562], [0.94356, 1.85418, 7.82504], [2.76494, 0.98191, 6.56871], [2.10925, 2.10425, 5.43868], [1.74590, 0.39103, 5.29603], [-0.57150, 0.17639, 7.81907], [0.94710, -0.44556, 7.64148], [-2.28655, -3.37156, 1.09541], [-1.09069, -4.13615, 1.18566], [-0.57260, -4.56779, -0.09187], [-1.49470, -5.47837, -0.90093], [-1.67657, -6.79621, -0.07517], [-1.05370, -5.68600, -2.27367], [-2.31986, -2.65084, 1.91246], [-3.18420, -3.98851, 1.13632], [-2.36617, -2.78561, 0.17976], [-0.43715, -3.65817, -0.67696], [0.46591, -4.89432, -0.03722], [-2.46067, -5.01638, -1.10488], [-0.72437, -7.19658, 0.27289], [-2.21571, -7.54271, -0.65841], [-2.11689, -6.51936, 0.88272], [-1.84156, -6.14259, -2.71058], [-0.38154, -6.43983, -2.28033], [-2.52253, 3.56377, -1.46561], [-2.03380, 4.05849, -0.23222], [-0.86672, 4.85317, -0.31285], [-0.26603, 5.12990, 1.06392], [-1.14156, 5.98422, 1.97667], [0.95962, 5.85782, 0.94961], [-1.74612, 2.94507, -1.91562], [-2.72999, 4.31972, -2.22298], [-3.34947, 2.86990, -1.31463], [-0.16569, 4.29355, -0.93213], [-1.14483, 5.80043, -0.77486], [-0.10960, 4.17006, 1.55620], [-0.61718, 6.40368, 2.83527], [-2.04925, 5.48807, 2.32020], [-1.47952, 6.82632, 1.37274], [1.36602, 5.88932, 1.87369], [1.57409, 5.19412, 0.50013], [-1.73386, 1.44669, 2.42316], [-0.55247, 0.70992, 2.15455], [-0.60231, -0.06355, 0.93626], [0.14862, 0.80081, -0.14064], [-0.01268, 0.21791, -1.55791], [1.61511, 0.69935, 0.04977], [-2.47863, 0.87175, 2.97348], [-2.21472, 1.86570, 1.53926], [-1.34826, 2.19444, 3.11619], [-0.09530, -1.02269, 1.04162], [-1.63353, -0.30392, 0.67762], [-0.11300, 1.85855, -0.11134], [0.61909, 0.70949, -2.29770], [-1.01037, 0.42623, -1.94432], [0.11874, -0.85983, -1.65453], [1.70499, 0.80354, 1.05036], [1.92868, -0.24926, -0.09823]], "forces_ev_per_angstrom": [[0.5, 0.6, -1.1], [0.3, -0.3, 0.9], [0.2, 0.7, -0.6], [0.6, 0.0, -0.3], [0.6, -0.2, 0.9], [-1.6, 0.5, -0.5], [0.0, -0.1, 0.0], [-0.1, 0.0, 0.2], [-0.3, -0.1, 0.1], [0.0, -0.3, -0.1], [-0.3, 0.1, 0.3], [0.9, -0.5, 0.9], [0.3, -0.1, 0.0], [-0.1, 0.0, -0.5], [-0.4, 0.3, 0.0], [0.2, -0.3, -0.1], [-0.2, 0.1, -0.2], [-0.6, -0.5, -0.1], [1.1, -0.3, -1.0], [-1.2, 0.5, 1.0], [1.4, -0.9, 0.4], [0.8, 1.5, -1.1], [-0.4, 0.0, -0.5], [-0.5, 0.1, -0.2], [0.7, 0.1, 0.6], [-0.2, 0.2, 0.4], [-0.3, -0.6, -0.2], [0.4, 0.4, 0.0], [-0.3, 0.0, -0.4], [-0.4, -0.2, 0.2], [-0.2, 0.1, -0.1], [-0.1, -0.5, 0.0], [-0.1, -0.2, 0.4], [0.0, -0.4, 0.5], [-0.1, 0.8, 0.7], [0.5, 0.0, 0.6], [-1.0, 0.4, -1.0], [2.1, 0.6, -0.6], [0.6, -0.4, -0.5], [-1.5, -0.7, -0.4], [0.3, 0.2, 0.0], [-0.2, 0.2, 0.2], [0.2, -0.5, -0.2], [-0.3, -0.5, 0.4], [0.3, 0.8, 0.1], [0.1, 0.0, -0.3], [0.0, 0.3, 0.1], [0.1, -0.4, -0.1], [-0.2, 0.2, -0.6], [-0.1, -0.2, 0.6], [-0.8, -0.7, 0.6], [-0.1, 0.9, 0.2], [0.7, -0.3, -0.7], [0.9, -0.1, -0.1], [-0.2, 0.4, 0.0], [-0.1, -0.4, 0.4], [-0.4, -0.3, 1.3], [0.1, -0.1, -0.1], [-0.6, 0.0, 0.1], [0.0, -0.1, -0.6], [-0.2, -0.3, 0.0], [0.0, 0.1, 0.0], [0.2, 0.0, 0.3], [0.0, -0.2, 0.0], [0.3, 0.2, 0.1], [-0.4, -0.1, -0.1], [-0.3, 0.5, -0.4], [0.1, -0.3, -0.3], [-0.7, 0.2, -0.1], [-0.2, -0.9, 0.5], [1.4, -0.1, -0.8], [0.1, 0.5, 0.7], [1.2, 0.7, -0.9], [-1.3, 0.3, -0.3], [0.1, -0.3, 0.0], [1.0, -0.1, 0.4], [-0.3, -0.8, 0.1], [0.0, 0.1, 0.1], [-0.7, 0.3, -0.5], [0.2, 0.7, 0.0], [0.0, -0.1, 0.3], [-0.1, 0.1, 0.0], [-0.4, 0.0, 0.0], [-0.1, -0.6, 0.4], [-0.1, -0.1, 0.1], [0.0, 0.1, -0.1], [0.3, -0.6, -0.6], [-0.6, 2.0, -0.7], [-0.1, -1.2, 1.2], [0.2, 1.1, -0.2], [0.6, -0.7, 0.1], [0.2, -0.2, 0.2], [0.0, -0.2, 0.1], [0.3, 0.0, -0.3], [-0.2, 0.4, -0.4], [-0.2, -0.8, 0.7], [-0.2, 0.3, 0.9], [0.3, -0.1, -0.6], [-0.2, 0.0, 0.4], [-0.7, -0.3, -0.2], [-0.3, 0.0, -0.4], [0.7, 0.0, 0.0], [1.2, -0.5, 0.0], [-0.9, -0.2, 0.6], [-0.4, 0.0, -0.1], [-1.2, -0.1, 1.2], [-1.1, 0.1, -0.7], [0.8, -0.1, -0.7], [0.4, -0.2, -0.2], [-0.4, 0.4, 0.2], [-0.2, 0.5, 0.3], [0.5, 0.2, -0.2], [0.3, 0.3, -0.3], [0.0, -0.5, 0.0], [0.2, -0.2, -0.1], [0.0, -0.2, 0.1], [0.0, 0.3, 0.1], [-0.1, 0.4, 0.3], [0.6, 0.0, -0.5], [0.6, 0.0, 0.6], [-0.1, -1.3, -0.6], [0.2, 1.9, -0.3], [0.9, -2.3, -1.3], [-1.4, 0.8, -0.3], [-0.8, 0.7, 1.3], [-0.1, -0.4, 0.0], [0.3, 0.3, -0.1], [-0.6, 0.5, -0.3], [0.3, 0.0, 0.3], [-0.2, 0.2, -0.2], [-0.4, -0.1, 0.2], [0.4, 0.0, 0.3], [-0.4, -0.1, 0.1], [0.3, -0.1, 0.4], [0.5, 0.2, 0.6], [0.0, -0.1, -0.4]]}